## P
{"formula": "C12H19FeN2O2", "method": "ωB97M-V/def2-TZVPD", "s2": 6.157, "homo_energy_ev": [-8.91, -10.57], "charge": 1, "multiplicity": 5, "species": ["C", "C", "C", "Fe", "C", "O", "C", "O", "C", "C", "C", "C", "C", "H", "H", "H", "H", "H", "H", "H", "H", "H", "H", "H", "C", "N", "N", "C", "H", "H", "H", "H", "H", "H", "H", "H"], "positions_angstrom": [[-1.50710, -0.32056, -1.01493], [-0.12045, -0.46016, -0.46579], [0.61133, 0.60461, 0.10847], [1.50862, 0.56691, -1.70320], [1.37686, 2.41484, -1.59668], [1.22789, 3.56083, -1.47796], [0.34619, 0.83628, -3.21198], [-0.38887, 0.89048, -4.10562], [3.39775, 0.45254, -1.02049], [3.32082, 1.03011, -2.34259], [2.70844, 0.05380, -3.21313], [2.41185, -1.11355, -2.41924], [2.82240, -0.85694, -1.07327], [-2.33077, -0.74234, -0.40257], [-1.75823, 0.73795, -1.17414], [-1.56625, -0.83008, -1.98799], [0.21424, -1.50122, -0.36691], [0.08378, 1.55468, 0.28319], [1.38022, 0.39233, 0.86784], [3.88565, 0.90564, -0.16410], [3.77085, 1.95560, -2.66432], [2.64482, 0.12048, -4.28675], [2.00509, -2.04358, -2.79810], [2.78756, -1.57435, -0.25951], [-1.26125, 0.60213, 3.30175], [-1.61762, -0.62663, 2.59800], [-3.04188, -0.67620, 2.44683], [-3.62018, -1.58345, 3.43431], [-0.20053, 0.56808, 3.57462], [-1.44182, 1.51090, 2.69557], [-1.88191, 0.64802, 4.20651], [-1.19349, -0.65417, 1.67400], [-3.24195, -1.00410, 1.50397], [-4.70813, -1.54155, 3.32563], [-3.28871, -2.62679, 3.28859], [-3.33522, -1.25055, 4.43995]]}

## Q
{"formula": "C12H19FeN2O2", "method": "ωB97M-V/def2-TZVPD", "s2": 6.077, "homo_energy_ev": [-9.95, -11.33], "charge": 1, "multiplicity": 5, "species": ["C", "C", "C", "Fe", "C", "O", "C", "O", "C", "C", "C", "C", "C", "H", "H", "H", "H", "H", "H", "H", "H", "H", "H", "H", "C", "N", "C", "N", "H", "H", "H", "H", "H", "H", "H", "H"], "positions_angstrom": [[-1.68149, -1.02624, -0.67602], [-1.14303, -0.56262, 0.67826], [0.11489, 0.27807, 0.44440], [2.02100, 0.37787, -1.18310], [2.00938, 2.17759, -0.90049], [1.87320, 3.33002, -0.92658], [0.72499, 0.59478, -2.42102], [-0.10130, 0.92881, -3.17374], [3.87476, -0.03277, -0.38858], [3.94351, 0.46087, -1.74053], [3.18230, -0.42772, -2.57286], [2.63353, -1.46605, -1.72782], [3.06512, -1.21048, -0.38271], [-2.56354, -1.67172, -0.59124], [-1.91835, -0.16946, -1.32563], [-0.89771, -1.61128, -1.18650], [-0.84374, -1.45455, 1.25959], [-0.13015, 1.34137, 0.29231], [0.89013, 0.10711, 1.21705], [4.40043, 0.37825, 0.47473], [4.54782, 1.29690, -2.09076], [3.10333, -0.37194, -3.65526], [2.06372, -2.32862, -2.05422], [2.87986, -1.85544, 0.47445], [-3.34738, 0.74310, 0.83245], [-2.21044, 0.10004, 1.54716], [-2.82385, -0.90330, 2.46091], [-1.67997, 1.11811, 2.43815], [-3.95796, -0.02261, 0.34101], [-3.94723, 1.25729, 1.59534], [-2.98118, 1.47180, 0.10020], [-3.44289, -1.59108, 1.88420], [-2.02214, -1.44853, 2.96370], [-3.42614, -0.36667, 3.20142], [-0.89868, 0.69017, 2.93770], [-1.31081, 1.86894, 1.85399]]}

Winner for stability: Q

## P
{"formula": "C3H5ClFNO2", "method": "ωB97M-V/def2-TZVPD", "homo_energy_ev": -9.43, "charge": 0, "smiles": "O/N=C/OC[C@H](F)Cl", "species": ["O", "N", "C", "O", "C", "C", "F", "Cl", "H", "H", "H", "H", "H"], "positions_angstrom": [[-2.79136, 0.57410, -0.66974], [-1.50769, 0.34045, -0.17589], [-1.00942, -0.69553, -0.73642], [0.16163, -1.25412, -0.38162], [0.74120, -0.61538, 0.70993], [1.64205, 0.60702, 0.29092], [0.92100, 1.58696, -0.34484], [2.96719, 0.04282, -0.81118], [-3.18308, 1.18958, 0.01168], [-1.48837, -1.33101, -1.48451], [1.36988, -1.37386, 1.13673], [-0.00397, -0.14868, 1.36040], [2.18095, 1.07765, 1.09454]]}

## Q
{"formula": "C3H5ClFNO2", "method": "ωB97M-V/def2-TZVPD", "homo_energy_ev": -9.61, "charge": 0, "smiles": "O/N=C\\OC[C@@H](F)Cl", "species": ["O", "N", "C", "O", "C", "C", "F", "Cl", "H", "H", "H", "H", "H"], "positions_angstrom": [[2.01971, 0.96337, 0.32970], [2.50688, -0.33505, 0.23729], [1.83779, -1.08492, -0.52391], [0.73277, -0.90747, -1.28061], [-0.22778, 0.10094, -1.01876], [-1.13735, -0.34706, 0.10339], [-0.42283, -0.45359, 1.25720], [-2.42586, 0.86540, 0.34055], [2.60750, 1.38743, 1.00492], [2.22898, -2.09545, -0.65817], [-0.81415, 0.18652, -1.94962], [0.24149, 1.08391, -0.78985], [-1.62270, -1.30739, -0.12944]]}

Winner for stability: Q

## P
{"formula": "C6H10S2", "method": "ωB97M-V/def2-TZVPD", "homo_energy_ev": -8.47, "charge": 0, "species": ["C", "C", "C", "C", "C", "C", "S", "S", "H", "H", "H", "H", "H", "H", "H", "H", "H", "H"], "positions_angstrom": [[0.36349, 1.64669, -1.42593], [-0.22024, 1.59246, -0.25638], [-0.50260, -2.72693, -0.85939], [-1.58489, 0.17986, 1.39766], [1.81324, -1.90249, 0.22582], [-1.20208, 0.61421, 0.16357], [-1.56851, -2.65114, -2.22353], [0.79334, -1.71892, -1.21840], [1.01705, 2.47412, -1.67945], [0.25550, 1.00286, -2.34293], [0.08892, 2.31400, 0.58374], [-1.96410, -3.91685, -2.03165], [-0.93909, 0.07848, 2.30683], [-2.48179, -0.41430, 1.65697], [1.87353, -2.90867, 0.53149], [1.53509, -1.20731, 1.09215], [2.92884, -1.72451, -0.09679], [-1.85115, 0.40459, -0.60751]]}

## Q
{"formula": "C6H10S2", "method": "ωB97M-V/def2-TZVPD", "homo_energy_ev": -9.06, "charge": 0, "species": ["C", "C", "C", "C", "C", "C", "H", "H", "H", "H", "H", "H", "H", "H", "H", "H", "S", "S"], "positions_angstrom": [[-0.72182, -1.05450, 1.45233], [-0.38726, -0.62972, -0.15059], [-0.37788, 0.98974, 0.08053], [1.04416, 1.32439, -0.62020], [1.69779, 0.12001, -0.21527], [0.82522, -1.00895, -0.80317], [-0.14985, -0.53418, 2.32896], [-1.77928, -0.49096, 1.45235], [-0.95894, -2.06770, 1.70903], [-2.75058, 0.11512, -2.00303], [-1.17773, 1.60960, -0.40090], [-0.23441, 1.26017, 1.20828], [1.35922, 2.17242, 0.01745], [0.61874, 1.41085, -1.66766], [1.54434, -0.01188, 0.75918], [0.96369, -0.66198, -1.89928], [-2.17693, -1.12933, -0.84391], [2.66151, -1.41312, -0.40410]]}

Winner for stability: P